103
Properties=species:S:1:pos:R:3:forces:R:3:lowdin_charge:R:1 method="wB97M-V/def2-TZVPD" charge=+1
S 6.50024 0.07821 6.39156 -1.366 1.898 -2.450 0.68
S -5.76237 3.07018 0.27891 1.357 1.648 0.315 0.69
S 2.94542 -7.01815 4.31551 -1.148 -1.507 -0.028 0.68
S -0.82185 5.84545 -4.22348 1.118 -0.783 0.708 0.69
Mg -4.61426 -3.41074 -1.98951 1.522 0.915 0.777 1.26
O -1.19381 4.62215 -4.91719 0.020 1.658 0.759 -0.32
O 3.64234 3.02777 -6.59452 0.251 0.710 0.735 0.07
O -5.83347 4.75145 0.04747 1.055 -2.716 -1.136 -0.29
O -4.23937 -5.90870 -0.81155 -0.278 0.842 -0.557 -0.06
O 1.46504 -6.99420 4.33785 2.591 0.863 -0.412 -0.32
O -1.14910 -2.48817 -6.76745 0.201 -0.219 0.074 -0.05
O -2.82520 0.78905 -6.19456 -0.135 -0.425 0.176 -0.05
O -6.61245 -2.72806 -0.22068 0.629 -0.366 -0.867 -0.05
O 3.55230 -5.62498 4.95631 -0.790 -1.442 -0.293 -0.28
O 5.03483 3.23583 -4.79493 -0.643 -0.733 -1.059 0.16
O 5.90668 1.37677 6.74741 1.451 -2.698 -0.327 -0.29
O 6.05300 -1.15952 6.96950 0.062 0.580 -0.256 -0.29
O -4.87368 -1.13561 -3.43573 -0.101 -1.028 0.657 -0.06
O -2.78933 -4.62654 -4.16625 -0.642 0.268 0.496 -0.06
O -0.22841 5.30229 -2.75494 -2.284 -0.836 -3.182 -0.27
O -6.98971 2.53744 0.84552 0.699 0.517 -1.384 -0.31
O 3.48425 -8.24338 4.89924 0.165 1.834 -0.334 -0.32
O -2.53866 -2.94281 3.36513 -0.022 -0.016 0.243 -0.05
O -2.07714 -1.98451 -0.52383 0.134 -0.527 0.027 -0.29
O -5.09722 2.55717 -0.92887 -1.573 0.717 2.200 -0.32
O 6.31695 0.05480 4.68160 -0.721 0.853 3.712 -0.27
O 0.19820 6.73304 -4.78213 -2.110 -1.040 0.756 -0.29
O 3.65277 1.49648 -5.02968 -0.059 -0.394 1.989 0.08
C 5.12924 -1.31849 3.16988 -0.715 -0.071 -0.220 -0.07
C 2.63888 1.08080 -5.88775 0.263 -1.715 -0.853 -0.15
C -0.71904 -1.70780 -0.89759 -1.523 0.305 -1.195 -0.58
C -2.29542 6.77438 -3.57671 0.800 0.535 -0.075 -0.10
C 6.31753 -1.20110 4.07395 0.640 -0.803 -1.226 -0.35
C -6.26588 6.67547 1.24941 0.199 1.516 0.272 -0.07
C 3.37478 -6.11701 7.43793 -0.153 0.523 -0.874 -0.06
C 4.21532 2.62549 -5.42922 0.374 1.954 0.644 -0.56
C 2.96279 -5.20790 6.22454 0.414 -0.341 1.908 -0.23
C -4.62606 3.12463 1.72641 -0.753 -0.490 -1.814 -0.09
C 0.37826 -2.11730 0.06653 -0.266 -0.626 0.480 -0.07
C 1.06695 5.28039 -0.83209 -0.804 1.104 0.030 -0.05
C 2.67828 2.06704 -6.99027 0.592 0.345 -1.755 -0.14
C 3.64063 -6.91653 2.55774 -0.866 0.469 2.232 -0.07
C 0.68355 6.08938 -2.11029 1.884 0.277 2.500 -0.32
C -6.89652 5.54406 0.55724 -1.417 -2.346 0.653 -0.30
C -0.67239 -0.23912 -1.39461 -0.359 -0.437 0.240 -0.07
C 8.27654 0.12736 6.36546 -0.780 0.358 0.045 -0.11
H 0.19504 5.16788 -0.18772 -0.327 -0.319 -0.260 0.07
H 8.68819 -0.62202 5.68939 -0.312 -0.308 0.358 0.07
H -6.91254 7.44124 1.67783 -0.553 -0.203 -0.335 0.09
H -7.52184 -2.64780 -0.50843 -0.339 0.098 -0.193 0.06
H 1.60711 1.02357 -5.54092 0.414 -0.142 1.073 0.13
H 4.56227 -6.33464 2.56575 -0.219 0.030 0.054 0.06
H 3.84430 -7.95992 2.31701 -0.357 0.213 -0.193 0.06
H -2.87533 -5.27590 -4.86422 -0.116 -0.190 -0.226 0.05
H 1.46085 4.29429 -1.07818 0.185 0.248 0.020 0.08
H 4.26474 -1.61814 3.76229 -0.219 0.448 0.063 0.08
H -4.61259 2.08047 2.03887 0.239 0.196 0.312 0.07
H -1.85035 7.61172 -3.03924 0.206 -0.053 0.086 0.06
H 5.20244 -2.11525 2.42966 0.457 0.096 -0.126 0.08
H 8.52447 -0.02176 7.41636 0.653 0.324 -0.226 0.08
H 4.96599 -0.35770 2.68167 -0.231 -0.156 -0.118 0.08
H 3.23252 -7.14438 7.10271 0.286 -0.092 0.527 0.06
H 3.13873 1.65381 -7.88767 -0.758 -0.180 -0.328 0.14
H 0.21824 7.04035 -1.85100 0.235 0.242 0.175 0.11
H -2.56018 0.92987 -7.10350 0.046 0.043 -0.276 0.04
H 0.54000 -3.19147 -0.02351 -0.047 -0.140 0.020 0.07
H -2.68077 1.63410 -5.76880 0.102 0.330 0.176 0.03
H -1.37421 -0.14567 -2.22335 -0.022 -0.043 -0.124 0.05
H -0.50968 -2.34700 -1.75532 0.075 0.017 -0.596 0.11
H -5.06152 -0.79388 -4.30990 -0.100 -0.065 -0.458 0.06
H -3.66747 3.46690 1.33645 -0.071 0.064 0.396 0.07
H -1.84523 -4.53865 -4.03522 0.358 0.188 0.100 0.05
H 8.46760 1.09287 5.89707 0.384 0.138 0.628 0.08
H -3.73659 -6.03568 -0.00699 0.373 0.161 0.312 0.06
H -3.25673 -3.50493 3.07422 -0.115 -0.147 0.003 0.02
H 2.77804 -5.91441 8.32729 -0.575 0.016 -0.329 0.08
H -1.47738 -1.78696 -6.20462 -0.092 0.341 0.175 0.01
H -2.92750 7.25047 -4.32632 0.315 -0.493 -0.462 0.07
H -2.91945 6.23361 -2.86519 0.394 -0.560 -0.303 0.07
H 1.87361 -5.17782 6.19461 0.095 0.007 -0.559 0.11
H -5.70090 6.34008 2.11913 0.419 -0.135 -0.349 0.08
H 6.26544 -2.06005 4.74298 0.561 0.259 0.404 0.11
H -4.80344 -6.68010 -0.86631 -0.260 -0.270 -0.133 0.06
H 3.02364 0.11696 -6.22101 -0.832 -0.329 -0.137 0.14
H 1.32252 -1.65789 -0.22570 -0.065 0.244 0.219 0.08
H 1.68031 2.47325 -7.15504 0.373 0.506 -0.286 0.13
H 4.37445 -5.90033 7.81451 0.291 -0.326 -0.615 0.07
H -7.61547 5.68489 -0.24984 0.203 0.759 -0.026 0.13
H -5.13265 3.78734 2.42803 0.328 -0.143 0.025 0.07
H 0.13585 -1.96542 1.11833 0.103 0.481 -0.012 0.07
H 1.70825 5.87873 -0.18493 0.595 -0.187 -0.361 0.08
H -4.35823 -0.44761 -3.01476 0.320 0.310 0.377 0.06
H 3.35984 -4.21324 6.42725 -0.120 0.042 -0.513 0.11
H 2.80003 -6.41458 2.07865 0.395 -0.260 -0.584 0.05
H -1.06001 0.41808 -0.61618 0.224 0.069 0.138 0.07
H 0.29673 0.11301 -1.74805 0.135 -0.128 0.185 0.07
H -1.90348 -2.74224 -7.29905 -0.152 -0.054 -0.206 0.03
H -7.39343 4.84743 1.23243 -0.558 0.433 0.447 0.10
H 1.61095 6.25903 -2.65732 -0.256 0.089 -0.422 0.12
H 7.24931 -1.13769 3.51193 0.117 -0.945 -0.268 0.12
H -2.31354 -2.42257 2.59383 0.162 0.189 -0.355 0.01
H -5.66224 7.18591 0.49896 0.462 0.111 0.377 0.09
H -6.65176 -2.62622 0.73027 0.275 0.045 0.397 0.07

99
Properties=species:S:1:pos:R:3:forces:R:3:lowdin_charge:R:1 method="wB97M-V/def2-TZVPD" relative_energy_kj_mol=175.4
O -1.06067 5.75099 -1.89521 -1.322 0.476 0.094 -0.22
O 0.96437 2.62820 -5.22795 -1.456 -1.065 -0.413 -0.03
O 2.73362 -0.14249 1.39612 0.917 -1.166 0.560 -0.02
O -2.23819 -1.50542 -4.52404 0.894 -0.153 -0.971 -0.01
O -2.12387 1.07270 2.26248 -0.631 0.490 0.095 -0.01
O 0.44771 3.39909 6.30333 -0.290 0.327 -0.456 -0.18
O -1.21470 0.73620 -1.18730 0.838 0.249 0.186 -0.04
O 2.50149 -4.43054 0.71257 0.000 0.729 -0.347 -0.19
O -2.52695 -3.88622 -2.02816 0.805 0.512 0.745 -0.02
N 0.30807 1.77870 3.85326 2.012 -0.284 0.708 0.04
N 0.99410 5.45586 -4.86598 0.225 -0.113 -0.438 0.02
N -2.76443 -2.97630 0.06511 0.640 0.595 -1.629 0.14
N 4.40327 -1.13633 2.66081 -0.414 -0.048 -0.557 0.16
N 0.92666 0.02903 -1.57437 0.054 -0.154 -0.484 0.17
N 0.12498 0.08069 0.54703 0.277 -0.204 -0.776 0.18
N -4.19236 0.68740 1.36329 0.811 0.653 0.082 0.17
N 1.00028 0.42005 -5.11284 -0.356 -1.168 -0.132 0.15
N 2.98249 0.41646 3.54076 -0.667 0.277 0.482 0.16
N -2.66806 -1.63232 -1.79892 0.562 0.007 0.202 0.16
N -1.02307 1.51565 -4.86141 0.427 -0.019 -0.586 0.21
N -0.12868 -2.24960 -4.20268 0.875 -0.018 0.562 0.17
N -3.84129 0.52315 3.62516 1.078 0.558 -0.324 0.16
N -1.19169 -2.63148 -6.19221 -0.840 0.298 -0.322 0.18
N 2.45696 -7.29122 1.15965 -0.310 0.689 0.184 0.04
C -0.06524 6.04120 -4.02005 -1.086 -1.889 -1.261 -0.40
C 1.54221 -6.60593 0.23126 -0.087 -0.394 -0.308 -0.44
C 0.22233 -7.36909 0.09753 -0.168 0.005 -0.130 -0.06
C 0.16166 5.57290 -2.58155 -0.502 0.404 0.423 -0.20
C 1.29719 -5.16944 0.70191 0.074 -0.671 0.396 -0.20
C 0.10150 1.26944 5.22857 -2.255 0.423 -2.171 -0.43
C 0.29306 1.57284 -5.13130 1.957 1.755 0.943 -0.65
C 0.23513 3.92907 7.59612 0.033 0.015 0.090 -0.11
C 0.82973 2.04400 6.29444 -0.069 -0.717 0.846 -0.21
C -3.32468 0.83354 2.40538 0.043 -1.423 -0.483 -0.64
C -1.05254 5.35293 -0.54988 1.407 0.053 0.235 -0.11
C 3.30642 -0.34594 2.48295 0.094 1.421 -0.832 -0.63
C 0.20701 -0.24711 5.18554 -0.085 0.340 2.068 -0.06
C 2.83624 -3.79809 -0.50015 0.809 0.021 -0.450 -0.11
C -2.53321 -2.88365 -1.29686 -2.322 -1.373 -1.194 -0.67
C -0.11518 0.34267 -0.75775 -1.523 -0.128 0.375 -0.66
C -1.23874 -2.10716 -4.95443 -0.943 0.430 1.432 -0.67
C -1.40514 5.50642 -4.59340 -0.513 -0.010 1.478 -0.07
H 3.38018 0.31119 4.45577 0.140 -0.169 -0.056 0.09
H -2.53058 -1.49747 -2.81034 0.005 -0.054 0.683 0.05
H -0.03347 4.98407 7.56064 0.403 0.086 -0.520 0.09
H -0.21542 -7.56066 1.07835 0.042 0.176 0.078 0.08
H -2.60226 -2.08417 0.49273 -0.093 -0.534 1.314 0.07
H 0.99381 -5.20089 1.75163 -0.269 0.007 -0.085 0.13
H 0.56227 1.59450 7.25887 -0.145 -0.118 -0.004 0.12
H 4.66793 -1.35094 3.60148 0.245 -0.330 -0.058 0.09
H -0.64522 4.33823 -0.48184 0.242 0.013 0.226 0.08
H 0.42263 4.51708 -2.43956 0.248 -0.101 -0.743 0.13
H 0.63325 5.43136 -5.82014 0.231 0.815 -0.099 0.06
H -0.20073 7.11931 -4.11432 0.971 0.186 0.312 0.13
H 1.15569 3.80178 8.16817 -0.145 0.089 0.393 0.09
H 1.97210 0.51036 -5.34625 -0.026 -0.055 -0.053 0.11
H -0.98448 1.40417 5.36937 0.052 0.424 0.798 0.12
H 1.61032 -0.61977 -1.23057 0.420 0.366 -0.128 0.08
H -1.95377 -2.21481 -6.71725 0.449 -0.516 -0.529 0.12
H 2.09723 0.92888 3.47493 0.035 0.099 0.103 0.06
H 1.22867 -0.55123 5.40781 0.040 -0.544 -0.932 0.07
H -3.79933 0.91206 0.46249 -0.262 -0.281 -0.158 0.11
H -0.34774 -0.62387 4.33089 0.790 -0.184 -0.431 0.08
H 2.32813 -2.87518 -0.80323 -0.717 -0.029 0.754 0.07
H -4.79121 0.24121 3.74986 -0.066 0.180 0.474 0.10
H 0.97080 0.44395 -2.48885 0.078 -0.216 -0.093 0.08
H -5.03170 0.15812 1.48278 -0.203 0.052 -0.319 0.10
H -0.32340 1.38420 3.17537 -0.350 0.407 0.116 0.03
H 0.97251 6.16034 -2.13314 -0.017 0.066 0.107 0.13
H 0.62311 -2.86299 -4.46012 -0.102 -0.164 -0.076 0.11
H -0.29830 -2.82719 -6.60274 -0.087 0.038 -0.376 0.10
H 2.04476 -6.52781 -0.74081 -0.317 0.007 -0.295 0.12
H 4.65745 -1.72727 1.88917 0.055 -0.183 0.227 0.10
H -1.63924 5.86628 -5.59371 0.431 -0.165 -0.174 0.08
H 1.00537 4.42046 -4.78465 0.057 0.785 0.854 0.02
H -2.82323 -3.91141 0.42009 0.284 0.287 0.639 0.09
H 0.29520 -8.34499 -0.38712 0.457 0.006 0.042 0.07
H 0.52391 -4.69250 0.09416 0.002 0.064 -0.005 0.12
H 3.23156 -6.64833 1.29343 0.176 -0.260 0.142 0.06
H 3.87557 -3.48673 -0.39548 0.123 -0.202 -0.107 0.09
H -2.26436 5.77267 -3.96941 0.118 0.148 0.008 0.07
H -0.50327 -6.82583 -0.51192 0.043 0.210 0.095 0.07
H 2.81928 -8.14410 0.75498 0.003 0.009 -0.078 0.07
H -0.10888 -1.90028 -3.25458 -0.328 -0.055 -0.018 0.10
H -0.61142 0.33378 1.18678 0.110 0.042 0.150 0.05
H -2.50683 -0.86683 -1.16398 0.145 0.392 -0.439 0.05
H 2.74868 -4.45072 -1.37348 0.102 -0.301 0.107 0.08
H -1.45074 0.64227 -4.58828 -0.374 0.282 0.067 0.08
H -1.99627 5.32021 -0.00975 -0.526 0.309 -0.824 0.08
H -0.63114 3.49245 8.10409 0.201 -0.553 0.011 0.09
H -3.15071 0.73452 4.32880 -0.699 -0.371 0.588 0.10
H -1.34009 4.42412 -4.52102 -0.121 -0.218 -0.473 0.05
H 1.11155 -0.06604 0.79110 -0.665 0.268 0.681 0.04
H 0.45195 2.77419 3.78570 -0.441 0.026 -0.042 0.09
H -0.42418 6.07914 -0.01468 0.158 -0.398 0.331 0.09
H -1.44409 2.42199 -4.78085 -0.491 -0.199 0.227 0.09
H 1.91825 1.91152 6.25096 0.128 0.290 -0.395 0.13
H -0.36678 -0.63626 6.03727 0.066 0.039 0.079 0.08
H 0.54889 -0.48702 -5.07642 0.399 0.303 -0.019 0.05

no.,HOMO (eV),orbital gap (eV),LUMO level (hartree)
1,-10.354,4.58,-0.212
2,-8.098,8.36,0.010